Entry 1:
The following is a quantum chemistry calculation of 3 unconnected molecules or ions with the total composition C2H11NO3 at a distorted geometry, from OMol25.

LUMO ... 0.02633 Eh
Kohn-Sham gap ... 10.042 eV
SMILES ... NCCO.O.O
HOMO energy ... -0.343 Ha

Positions of all 17 atoms, in Å:
O: -3.219 2.335 0.324
O: -0.157 -3.258 -1.217
O: 2.630 3.279 0.808
N: 0.464 -0.042 0.510
C: -0.140 -1.332 0.312
C: 0.346 -1.957 -0.976
H: -2.730 2.743 -0.399
H: 2.504 2.331 0.748
H: -1.220 -1.265 0.436
H: -0.002 -1.347 -1.810
H: 1.470 -0.113 0.439
H: 1.441 -1.950 -1.017
H: 0.122 -2.079 1.089
H: 0.272 0.507 1.331
H: 3.390 3.574 0.302
H: -3.824 3.018 0.629
H: 0.017 -3.757 -0.410


Entry 2:
The following is a quantum chemistry calculation of 2 unconnected molecules or ions with the total composition C3H9NS at a distorted geometry, from OMol25.

LUMO ... -0.06414 Eh
Kohn-Sham gap ... 4.028 eV
HOMO energy ... -0.212 Ha

Positions of all 14 atoms, in Å:
S: -2.606 0.367 -1.234
N: 0.745 -1.177 1.455
C: 0.508 -1.987 0.492
C: 1.015 0.245 1.229
C: -1.357 1.509 -1.954
H: -1.784 2.423 -2.403
H: 2.000 0.471 0.761
H: -0.787 0.905 -2.666
H: 1.149 0.768 2.177
H: 0.351 -3.034 0.744
H: -0.672 1.826 -1.174
H: 0.264 0.807 0.689
H: 0.894 -1.515 2.395
H: 0.278 -1.608 -0.512


Entry 3:
The following is a quantum chemistry calculation of a molecular structure, C3H6N2S2 at a distorted geometry, from OMol25.

LUMO ... 0.00168 Eh
Kohn-Sham gap ... 7.927 eV
HOMO energy ... -0.290 Ha

Positions of all 13 atoms, in Å:
S: -1.550 1.269 1.807
S: 0.375 3.039 0.961
N: -0.957 -1.507 0.467
N: 0.477 -1.493 -1.166
C: -0.400 1.504 0.620
C: -0.142 -0.666 -0.284
C: 0.016 0.777 -0.466
H: 0.094 -2.322 -1.524
H: -1.065 -1.100 1.445
H: 1.088 -1.212 -2.015
H: 0.821 1.170 -1.121
H: -0.484 -2.561 0.736
H: 1.726 3.103 0.539


Entry 4:
The following is a quantum chemistry calculation of 2 unconnected molecules or ions with the total composition C4H14N2O at a distorted geometry, from OMol25.

LUMO ... 0.03484 Eh
Kohn-Sham gap ... 9.995 eV
SMILES ... CNC[C@H](C)N.O
HOMO energy ... -0.332 Ha

Positions of all 21 atoms, in Å:
O: 1.963 4.932 0.559
N: -1.972 -0.483 -0.360
N: 1.048 0.257 -0.420
C: 1.618 -1.842 0.630
C: -0.777 -0.895 0.411
C: -2.833 -1.730 -0.701
C: 0.468 -1.083 -0.176
H: -3.635 -1.399 -1.336
H: 1.937 4.115 0.993
H: 2.798 5.319 0.838
H: 1.478 -1.714 1.794
H: -1.631 -0.011 -1.200
H: 0.360 -1.646 -1.123
H: -3.348 -2.094 0.149
H: 0.308 0.966 -0.290
H: -2.306 -2.494 -1.201
H: 1.487 0.501 -1.317
H: -0.769 -0.082 1.151
H: 2.450 -1.324 0.214
H: 1.649 -2.970 0.359
H: -0.874 -1.740 0.977


Entry 5:
The following is a quantum chemistry calculation of 2 unconnected molecules or ions with the total composition C4H10N2O2 at a distorted geometry, from OMol25.

Net charge ... +1
LUMO (alpha / beta) ... -0.15466 / -0.34220 Eh
Expectation value of S² ... 0.76
Kohn-Sham gap (alpha / beta) ... 9.538 / 4.429 eV
Spin multiplicity ... 2
HOMO energy (alpha / beta) ... -0.505 / -0.505 Ha

Positions of all 18 atoms, in Å:
O: -3.669 -1.394 0.583
O: 0.779 0.392 -1.254
N: -1.699 -1.579 -0.488
N: 1.337 -0.173 0.823
C: 2.983 1.020 -0.650
C: -2.195 0.546 0.542
C: 1.650 0.366 -0.395
C: -2.609 -0.865 0.274
H: 0.748 -0.952 1.076
H: -2.430 0.901 1.546
H: 3.595 1.318 0.192
H: 3.511 0.408 -1.366
H: 2.688 1.934 -1.171
H: -2.745 1.225 -0.109
H: -1.119 0.614 0.436
H: -0.838 -1.267 -0.963
H: 1.993 0.059 1.561
H: -1.981 -2.555 -0.637


Entry 6:
The following is a quantum chemistry calculation of a molecular structure, C5H11N, from OMol25.

LUMO ... 0.03275 Eh
Kohn-Sham gap ... 8.344 eV
HOMO energy ... -0.274 Ha

Positions of all 17 atoms, in Å:
N: -0.500 -0.881 0.436
C: 1.620 1.004 0.624
C: 0.687 -1.119 0.975
C: -1.877 0.499 -1.082
C: 0.452 -1.635 -0.380
C: -1.023 0.376 0.153
H: -1.990 1.557 -1.337
H: -1.405 -0.003 -1.934
H: -2.886 0.083 -0.957
H: 1.043 -1.406 1.952
H: 0.146 -2.655 -0.611
H: 0.957 -1.105 -1.194
H: 0.331 0.885 0.211
H: 2.460 0.412 0.252
H: 1.740 1.168 1.699
H: 1.704 1.993 0.145
H: -1.458 0.830 1.048


Energy, respectively: -363.239768, -572.494676, -1023.720799, -345.473810, -418.087248, -251.654686 Eh.
Energy above the lowest of the compared OMol25 structures with the same formula, charge and spin, respectively: 0.942, 3.957, 2.235, 2.786, 1.378, 5.656 eV.